{"formula": "C29H40N4PtS2Si2Te", "method": "ωB97M-V/def2-TZVPD", "symbols": ["Pt", "C", "S", "C", "S", "N", "N", "C", "C", "C", "C", "C", "C", "N", "H", "H", "H", "H", "H", "H", "H", "H", "C", "Si", "C", "C", "C", "Te", "C", "Si", "C", "C", "C", "H", "H", "H", "H", "H", "H", "H", "H", "H", "H", "H", "H", "H", "H", "H", "H", "H", "H", "H", "H", "H", "H", "N", "C", "C", "C", "C", "C", "C", "C", "C", "C", "C", "C", "C", "C", "H", "H", "H", "H", "H", "H", "H", "H", "H", "H"], "coordinates": [[-0.059, 0.696, -1.229], [-2.101, 5.602, -2.016], [-2.934, 4.462, -0.860], [-1.978, 3.005, -1.151], [-0.540, 2.751, -0.192], [-2.415, 2.169, -2.036], [-1.696, 1.089, -2.239], [-2.086, 0.121, -3.073], [-1.223, -0.964, -3.241], [-1.507, -2.074, -4.071], [-0.567, -3.047, -4.255], [0.682, -2.924, -3.620], [0.900, -1.849, -2.794], [-0.013, -0.905, -2.572], [-2.611, 6.553, -1.913], [-2.199, 5.226, -3.031], [-1.056, 5.694, -1.733], [-3.027, 0.210, -3.599], [-2.477, -2.128, -4.543], [-0.770, -3.895, -4.889], [1.456, -3.658, -3.768], [1.852, -1.722, -2.293], [1.606, -2.805, 0.605], [0.389, -2.846, 2.065], [1.354, -3.041, 3.696], [-0.807, -4.325, 1.879], [-0.632, -1.234, 2.031], [-1.869, -1.231, 0.262], [-3.673, -1.724, 1.380], [-4.619, -0.247, 2.142], [-3.614, 0.582, 3.532], [-5.034, 1.010, 0.775], [-6.215, -1.003, 2.871], [2.102, -3.759, 0.454], [2.375, -2.051, 0.746], [1.068, -2.557, -0.306], [1.940, -3.953, 3.658], [0.695, -3.109, 4.554], [2.040, -2.219, 3.866], [-0.262, -5.259, 1.794], [-1.421, -4.218, 0.988], [-1.474, -4.415, 2.730], [0.014, -0.364, 1.966], [-1.282, -1.120, 2.890], [-3.374, -2.442, 2.136], [-4.320, -2.242, 0.678], [-2.712, 1.049, 3.147], [-3.326, -0.119, 4.309], [-4.207, 1.361, 4.002], [-4.136, 1.470, 0.373], [-5.662, 1.811, 1.152], [-5.561, 0.544, -0.053], [-5.998, -1.749, 3.629], [-6.815, -1.483, 2.105], [-6.826, -0.235, 3.332], [1.626, 0.404, -0.374], [2.752, 0.955, -0.421], [3.817, 0.543, 0.520], [3.458, 0.179, 1.815], [4.414, -0.254, 2.712], [5.741, -0.340, 2.324], [6.103, 0.014, 1.034], [5.151, 0.463, 0.135], [3.044, 2.042, -1.394], [2.585, 1.941, -2.705], [2.790, 2.981, -3.593], [3.436, 4.133, -3.173], [3.886, 4.239, -1.868], [3.703, 3.194, -0.979], [2.420, 0.251, 2.103], [4.123, -0.527, 3.714], [6.487, -0.683, 3.025], [7.135, -0.064, 0.726], [5.438, 0.735, -0.871], [2.095, 1.030, -3.032], [2.434, 2.896, -4.611], [3.581, 4.952, -3.861], [4.371, 5.146, -1.536], [4.036, 3.281, 0.046]], "spin_multiplicity": 1, "de_lowest_ev": 1.157, "total_charge": 0, "gap_ev": 5.29}



{"formula": "C2H6N2S", "method": "ωB97M-V/def2-TZVPD", "symbols": ["C", "C", "H", "H", "H", "H", "H", "H", "N", "N", "S"], "coordinates": [[-0.785, -0.014, 1.416], [0.116, -0.815, 0.504], [-1.639, 0.606, 0.942], [-0.016, 0.622, 1.979], [-0.903, -0.968, 2.039], [0.799, -2.567, -0.058], [2.205, 0.074, -0.803], [0.038, 2.419, -0.072], [0.401, -2.095, 0.810], [0.786, -0.012, -0.427], [-0.299, 1.221, -1.139]], "spin_multiplicity": 1, "de_lowest_ev": 5.102, "total_charge": 0, "gap_ev": 8.50}



{"formula": "C19H31N2O", "method": "ωB97M-V/def2-TZVPD", "symbols": ["C", "C", "N", "C", "C", "C", "C", "C", "C", "C", "C", "C", "C", "C", "O", "H", "H", "H", "H", "H", "H", "H", "H", "H", "H", "H", "H", "H", "H", "H", "H", "C", "C", "C", "N", "C", "C", "C", "H", "H", "H", "H", "H", "H", "H", "H", "H", "H", "H", "H", "H", "H", "H"], "coordinates": [[5.337, 1.165, -1.056], [4.360, 0.292, -0.280], [3.040, 0.921, -0.199], [1.918, 0.264, -0.565], [0.670, 0.578, -0.098], [-0.600, -0.169, -0.433], [-1.684, 0.852, -0.790], [-2.488, 0.609, -1.911], [-3.628, 1.377, -2.136], [-3.907, 2.465, -1.298], [-3.002, 2.824, -0.301], [-1.892, 2.011, -0.031], [2.967, 2.270, 0.335], [4.340, 2.919, 0.171], [4.932, 2.541, -1.085], [6.331, 1.094, -0.571], [5.409, 0.834, -2.103], [4.249, -0.688, -0.760], [4.769, 0.165, 0.736], [2.073, -0.581, -1.255], [0.570, 1.390, 0.638], [-0.451, -0.832, -1.299], [-2.209, -0.215, -2.574], [-4.289, 1.118, -2.964], [-4.820, 3.049, -1.450], [-3.155, 3.737, 0.288], [-1.202, 2.301, 0.766], [2.202, 2.835, -0.220], [2.696, 2.272, 1.405], [4.244, 4.010, 0.094], [4.984, 2.622, 1.027], [-4.890, -0.997, 1.510], [-3.629, -0.466, 0.841], [-2.472, -1.431, 0.977], [-1.004, -1.039, 0.666], [-0.296, -2.416, 0.790], [1.002, -2.649, 0.038], [1.583, -4.023, 0.332], [-5.731, -0.331, 1.291], [-5.132, -1.996, 1.127], [-4.763, -1.048, 2.599], [-3.839, -0.326, -0.222], [-3.382, 0.526, 1.239], [-2.406, -1.760, 2.022], [-2.692, -2.312, 0.366], [-0.702, -0.511, 1.497], [-0.153, -2.546, 1.874], [-1.018, -3.175, 0.463], [0.819, -2.533, -1.037], [1.720, -1.882, 0.335], [2.502, -4.166, -0.245], [1.833, -4.125, 1.396], [0.886, -4.823, 0.060]], "spin_multiplicity": 1, "de_lowest_ev": 3.708, "smiles": "CCC[NH+](CCC)[C@H](/C=C/N1CCOCC1)c1ccccc1", "total_charge": 1, "gap_ev": 8.44}



{"formula": "C2H3LiO2Sr", "method": "ωB97M-V/def2-TZVPD", "symbols": ["O", "C", "C", "O", "H", "H", "Li", "Sr", "H"], "coordinates": [[0.810, 1.600, -0.542], [-0.201, 0.874, -0.334], [-1.056, 1.058, 0.892], [-1.574, -0.145, 1.308], [-1.838, 1.784, 0.562], [-0.459, 1.616, 1.655], [-1.949, 0.055, 3.034], [1.626, -0.521, -1.621], [2.919, 1.050, -1.476]], "spin_multiplicity": 1, "de_lowest_ev": 0.267, "total_charge": 0, "gap_ev": [5.07, 5.07]}



{"formula": "C40H47GeN4O3PdS2Si2", "method": "ωB97M-V/def2-TZVPD", "symbols": ["Pd", "C", "Si", "C", "C", "N", "C", "C", "C", "C", "C", "C", "N", "Si", "C", "C", "C", "H", "H", "H", "H", "H", "H", "H", "H", "H", "H", "H", "H", "H", "H", "H", "H", "H", "H", "H", "H", "H", "H", "S", "C", "C", "C", "C", "C", "N", "H", "H", "H", "H", "C", "Ge", "C", "C", "C", "C", "C", "C", "C", "C", "C", "C", "C", "C", "C", "C", "C", "C", "H", "H", "H", "H", "H", "H", "H", "H", "H", "H", "H", "H", "H", "H", "H", "N", "C", "C", "C", "C", "C", "C", "S", "O", "O", "O", "H", "H", "H", "H", "H", "H"], "coordinates": [[0.104, 0.293, 0.006], [1.832, 3.225, 1.537], [0.001, 3.241, 1.870], [-0.270, 3.968, 3.572], [-0.759, 4.360, 0.600], [-0.595, 1.580, 1.665], [-1.400, 0.892, 2.466], [-2.258, 1.515, 3.434], [-3.010, 0.792, 4.302], [-2.974, -0.624, 4.260], [-2.229, -1.268, 3.318], [-1.439, -0.563, 2.360], [-0.720, -1.179, 1.405], [-0.246, -2.890, 1.516], [0.528, -3.192, 3.181], [-1.735, -3.998, 1.226], [0.994, -3.392, 0.207], [2.225, 4.245, 1.579], [2.040, 2.827, 0.541], [2.377, 2.615, 2.257], [0.469, 4.758, 3.726], [-0.150, 3.236, 4.372], [-1.258, 4.421, 3.674], [-0.383, 5.378, 0.738], [-1.850, 4.396, 0.650], [-0.476, 4.046, -0.406], [-2.314, 2.594, 3.439], [-3.647, 1.294, 5.019], [-3.563, -1.199, 4.963], [-2.248, -2.346, 3.284], [-0.096, -2.846, 4.006], [1.485, -2.669, 3.246], [0.711, -4.260, 3.324], [-2.579, -3.781, 1.879], [-1.453, -5.042, 1.397], [-2.094, -3.928, 0.196], [1.646, -2.583, -0.118], [0.518, -3.844, -0.667], [1.640, -4.158, 0.644], [2.259, -0.131, 1.127], [2.849, -0.274, -0.508], [4.208, -0.172, -0.833], [4.588, -0.267, -2.152], [3.616, -0.478, -3.129], [2.306, -0.587, -2.727], [1.911, -0.491, -1.449], [4.924, -0.013, -0.039], [5.631, -0.179, -2.430], [3.874, -0.565, -4.176], [1.522, -0.776, -3.453], [-1.407, 0.398, -3.594], [-1.105, 1.529, -1.988], [-2.969, 1.959, -1.494], [-3.903, 2.078, -2.528], [-5.220, 2.418, -2.255], [-5.632, 2.630, -0.946], [-4.723, 2.487, 0.092], [-3.402, 2.151, -0.183], [-0.197, 3.039, -2.903], [0.965, 2.647, -3.527], [1.658, 3.481, -4.428], [1.199, 4.740, -4.667], [0.038, 5.220, -4.013], [-0.414, 6.545, -4.235], [-1.516, 7.027, -3.595], [-2.242, 6.187, -2.723], [-1.844, 4.900, -2.508], [-0.678, 4.372, -3.127], [-1.574, 1.067, -4.438], [-2.286, -0.230, -3.452], [-0.564, -0.247, -3.841], [-3.603, 1.922, -3.557], [-5.931, 2.508, -3.067], [-6.658, 2.903, -0.739], [-5.039, 2.627, 1.118], [-2.702, 2.042, 0.632], [1.360, 1.655, -3.343], [2.543, 3.111, -4.930], [1.717, 5.395, -5.359], [0.139, 7.170, -4.926], [-1.842, 8.046, -3.757], [-3.126, 6.566, -2.226], [-2.418, 4.266, -1.851], [-1.214, -1.835, -1.470], [-1.653, -2.657, -2.431], [-0.722, -3.244, -3.339], [-1.167, -4.048, -4.339], [-2.560, -4.266, -4.496], [-3.490, -3.723, -3.567], [-3.050, -2.916, -2.569], [-3.147, -5.335, -5.776], [-3.214, -6.529, -4.932], [-2.109, -5.347, -6.777], [-4.424, -4.796, -6.172], [-0.229, -1.883, -1.234], [-1.825, -1.687, -0.674], [0.336, -3.042, -3.213], [-0.494, -4.511, -5.048], [-4.539, -3.946, -3.700], [-3.741, -2.458, -1.871]], "spin_multiplicity": 6, "s_squared": 8.8036, "total_charge": 0, "gap_ev": [7.45, 5.15]}



{"formula": "C2ClN2P", "method": "ωB97M-V/def2-TZVPD", "symbols": ["C", "C", "N", "N", "P", "Cl"], "coordinates": [[0.205, 1.869, 1.109], [-0.545, -0.831, -1.294], [-0.349, 2.578, 1.816], [-1.672, -0.971, -1.427], [1.113, -0.559, -0.765], [1.248, -2.086, 0.560]], "spin_multiplicity": 1, "de_lowest_ev": 3.498, "total_charge": 0, "gap_ev": [8.67, 6.01]}



DFT total energy (computed, hartree): -3110.80680; -587.31650; -927.03291; -266.57956; -5577.31154; -987.11616